Molecular formula: C6H12N4O3PtS
Method: DFT, the ωB97M-V functional and the def2-TZVPD basis

Geometry as XYZ:
```
27
Properties=species:S:1:pos:R:3:forces:R:3:lowdin_charge:R:1
Pt -0.0589 0.3820 -0.8389 0.12 -0.14 -0.04 0.90
N -0.1754 1.7874 -2.8332 -0.07 0.04 -0.03 -0.08
C 0.6734 2.9123 -2.4281 0.00 -0.02 0.03 -0.18
C 0.5516 3.2413 -0.9411 -0.11 -0.03 0.01 -0.53
O 0.9206 4.3220 -0.5265 -0.02 0.02 -0.01 0.07
N 0.0561 2.2249 -0.1677 0.17 0.02 0.07 -0.18
C -0.0280 2.4127 1.2706 -0.09 -0.02 -0.04 -0.13
C 0.3076 1.1321 2.0506 0.01 -0.20 -0.02 -0.63
O 0.2768 1.1503 3.2649 0.01 0.04 -0.08 0.05
O 0.5880 0.0839 1.3255 -0.14 0.17 0.11 -0.23
H 0.0844 1.4273 -3.7418 0.06 -0.04 0.01 0.08
H -1.1482 2.0655 -2.8776 -0.02 0.00 -0.02 0.08
H 0.4826 3.8285 -2.9873 -0.02 0.03 0.02 0.12
H 1.7146 2.6315 -2.5931 0.01 0.02 -0.03 0.12
H -1.0572 2.6648 1.5417 0.03 0.06 0.03 0.13
H 0.6045 3.2335 1.6014 0.08 -0.01 0.02 0.12
C -0.2533 -3.2909 2.2168 0.02 0.00 0.00 -0.05
N -0.1075 -2.4316 1.0576 0.01 0.14 0.12 -0.02
C -0.3333 -2.8182 -0.1667 -0.03 0.05 -0.16 -0.81
N -0.7215 -4.0795 -0.4154 0.06 -0.04 0.00 0.11
S -0.1561 -1.7933 -1.5701 -0.06 -0.03 0.05 0.52
H 0.1476 -2.7574 3.0741 -0.03 0.01 0.01 0.10
H 0.3130 -4.2186 2.1020 0.01 0.02 0.00 0.09
H -1.3024 -3.5264 2.4093 0.00 -0.02 -0.01 0.10
H 0.1578 -1.4320 1.2407 0.05 -0.07 -0.03 0.06
H -0.7259 -4.7807 0.3043 -0.03 0.01 0.00 0.10
H -0.8110 -4.3715 -1.3721 -0.02 0.00 0.00 0.09
```
Positions in Å, forces in eV/Å.

Summary:
**HOMO energy (spin up / spin down)**: -7.18 / -8.70 eV
**Energy**: -32601.759 eV
**HOMO-LUMO gap (spin up / spin down)**: 7.36 / 6.98 eV
**Spin multiplicity**: 3
**Strongest force on any atom**: 0.005 hartree/bohr
**Expectation value of S²**: 2.011

***

Molecular formula: C19H14MnNO2S
Method: DFT, the ωB97M-V functional and the def2-TZVPD basis

Geometry as XYZ:
```
38
Properties=species:S:1:pos:R:3:forces:R:3:lowdin_charge:R:1
Mn -0.6370 0.4546 0.0326 -0.05 0.17 0.03 0.67
N 1.2431 -0.4394 -1.0634 -0.03 -0.01 -0.01 0.05
C 1.2486 -1.8252 -0.7643 -0.06 -0.06 -0.02 -0.26
C 2.3293 -2.3790 -0.0901 0.06 0.01 0.03 -0.04
C 2.3396 -3.7202 0.2554 -0.02 0.00 0.00 -0.10
C 1.2604 -4.5211 -0.0809 -0.02 -0.02 -0.01 -0.10
C 0.1795 -3.9640 -0.7474 0.03 0.03 0.01 -0.04
C 0.1377 -2.6154 -1.0992 0.01 -0.06 0.02 -0.14
C -1.0728 -2.0651 -1.7771 -0.09 0.13 -0.01 -0.24
C -1.6389 -2.8169 -2.8112 0.07 -0.06 0.00 -0.07
C -2.8092 -2.4094 -3.4289 -0.03 0.04 0.00 -0.12
C -3.4208 -1.2371 -3.0062 0.02 -0.05 -0.02 -0.12
C -2.8414 -0.4874 -1.9905 0.00 0.07 0.04 -0.15
C -1.6537 -0.8522 -1.3378 0.08 -0.09 -0.02 -0.17
H 2.1400 0.0090 -0.9385 -0.01 0.00 0.01 0.10
H 0.8639 -0.2409 -1.9828 0.04 0.03 0.01 0.10
H 3.1682 -1.7449 0.1745 -0.01 0.01 -0.01 0.11
H 3.1850 -4.1329 0.7907 0.01 0.01 0.00 0.10
H 1.2480 -5.5690 0.1907 0.00 0.00 0.00 0.09
H -0.6815 -4.5785 -0.9792 0.00 0.00 0.00 0.11
H -1.1494 -3.7282 -3.1403 -0.01 0.00 0.00 0.10
H -3.2362 -2.9972 -4.2329 0.00 0.00 0.00 0.09
H -4.3401 -0.9045 -3.4758 0.00 0.01 0.00 0.09
H -3.3372 0.4336 -1.6961 -0.01 0.00 -0.01 0.08
O 0.3361 1.1018 4.0062 0.01 -0.01 -0.02 0.01
C 0.1300 1.4221 2.8405 -0.01 0.00 0.06 -0.61
O -0.2718 0.5867 1.9496 0.03 -0.05 -0.05 -0.19
C 0.3650 2.8882 2.4534 0.02 0.04 0.00 -0.14
C 0.8047 3.6789 3.5235 0.00 -0.02 0.01 -0.05
C 1.0782 5.0254 3.4054 0.01 0.01 0.02 -0.11
C 0.9090 5.6331 2.1670 0.00 0.00 -0.01 -0.12
C 0.4770 4.8812 1.0966 0.01 -0.01 0.04 -0.17
C 0.1948 3.5037 1.1952 0.02 0.01 0.01 -0.61
S -0.3406 2.8058 -0.3399 -0.06 -0.12 -0.10 0.51
H 0.9231 3.1738 4.4717 0.00 -0.01 0.00 0.10
H 1.4163 5.5931 4.2639 0.00 0.00 0.00 0.09
H 1.1122 6.6903 2.0365 0.00 0.00 -0.01 0.09
H 0.3410 5.3473 0.1289 0.00 0.00 0.00 0.07
```
Positions in Å, forces in eV/Å.

Summary:
**Energy above the lowest of the compared OMol25 structures with the same formula, charge and spin**: 1.70 kcal/mol
**HOMO energy (spin up / spin down)**: -4.24 / -4.42 eV
**Energy**: -67674.851 eV
**HOMO-LUMO gap (spin up / spin down)**: 7.20 / 7.37 eV
**Spin multiplicity**: 6
**Total charge**: -1
**Strongest force on any atom**: 0.003 hartree/bohr
**Expectation value of S²**: 8.761

***

Molecular formula: C3H3P
Method: DFT, the ωB97M-V functional and the def2-TZVPD basis

Geometry as XYZ:
```
7
Properties=species:S:1:pos:R:3:forces:R:3:lowdin_charge:R:1
C -0.0575 -1.7948 0.2265 0.12 1.56 -0.76 -0.30
C 0.0227 1.3248 0.4917 0.02 -3.42 -0.24 -0.14
C -0.0442 2.5122 0.6082 -0.06 1.23 0.10 -0.20
P 0.0713 -2.3662 -1.2709 0.05 0.02 0.10 0.81
H -0.2214 -2.0642 1.2413 -0.07 0.27 0.64 -0.04
H -0.0885 3.5658 0.6995 -0.01 0.23 0.02 -0.03
H 0.3177 -1.1776 -1.9963 -0.05 0.12 0.13 -0.09
```
Positions in Å, forces in eV/Å.

Summary:
**Energy above the lowest of the compared OMol25 structures with the same formula, charge and spin**: 139.50 kcal/mol
**HOMO energy**: -9.10 eV
**Energy**: -12438.941 eV
**HOMO-LUMO gap**: 6.08 eV
**Strongest force on any atom**: 0.067 hartree/bohr

***

Molecular formula: C2H6OSi2
Method: DFT, the ωB97M-V functional and the def2-TZVPD basis

Geometry as XYZ:
```
11
Properties=species:S:1:pos:R:3:forces:R:3:lowdin_charge:R:1
C -0.5036 -3.3904 -0.0722 2.77 6.19 -0.55 -0.01
C -0.0734 -2.1439 0.0819 -2.26 -6.70 -1.11 -0.23
Si 0.7225 -0.3721 0.0519 -1.52 -1.02 1.88 0.48
O -0.1528 0.7005 1.1277 0.93 0.58 -3.35 -0.53
Si -0.4586 2.2072 0.2458 -0.10 -1.26 1.30 0.55
H -0.6964 -4.4277 -0.5504 0.25 2.35 1.47 0.05
H 2.1209 -0.5557 0.4768 -0.11 0.10 0.14 -0.04
H 0.7148 0.1343 -1.3289 -0.10 -0.14 0.04 -0.05
H -0.5735 1.9039 -1.1920 0.11 0.11 0.00 -0.08
H -1.7566 2.8020 0.6256 0.14 -0.11 0.27 -0.08
H 0.6566 3.1419 0.5338 -0.12 -0.11 -0.10 -0.07
```
Positions in Å, forces in eV/Å.

Summary:
**Energy above the lowest of the compared OMol25 structures with the same formula, charge and spin**: 18.57 kcal/mol
**HOMO energy**: -10.04 eV
**Energy**: -19972.307 eV
**HOMO-LUMO gap**: 10.49 eV
**Strongest force on any atom**: 0.139 hartree/bohr